Record 1
Formula: C7H10B4CaF16O6
Source: the Open Molecules 2025 dataset
Level of theory: ωB97M-V/def2-TZVPD

As for the energy above the lowest of the compared OMol25 structures with the same formula, charge and spin: 0.00 kcal per mole. The gap between HOMO and LUMO comes out at 9.84 eV. Its net charge is -2.

```
44
Properties=species:S:1:pos:R:3:forces:R:3
Ca 0.568272 0.732920 0.602410 0.714 -0.055 -0.079
F 1.639821 2.724448 0.800557 0.254 0.304 0.071
F 3.982781 2.789712 0.924644 -0.199 0.118 0.050
F 2.474423 0.235129 1.950882 0.183 -0.288 0.071
F -0.919350 0.609177 2.312861 -0.196 -0.179 0.218
F -1.770517 2.578008 -2.206321 -0.110 -0.168 0.075
F 0.730058 1.955864 3.138803 -0.272 -0.577 0.223
F 2.073513 -1.373347 3.580786 -0.207 0.017 -0.383
F -0.664575 0.771245 4.619523 0.177 -0.081 -0.297
F -0.099606 3.806864 -1.270075 -0.135 -0.014 -0.084
F 3.417817 -1.889712 1.823294 -0.441 0.047 -0.269
F 1.144378 -1.468258 1.439488 -0.331 -0.517 -0.052
F 2.881205 1.500509 -0.628023 0.014 0.084 0.007
F 0.216241 1.537413 -1.575850 -0.191 0.068 -0.257
F -1.192431 2.248454 0.033186 -0.254 0.016 -0.215
F -1.427024 2.584633 3.449027 -0.086 -0.524 -0.079
F 2.879523 3.817683 -0.805250 0.144 -0.143 0.098
O 4.039832 -1.694643 -1.122829 -0.089 -0.034 -0.661
O 1.898730 -1.037690 -1.191187 -0.616 0.046 -0.048
O -1.362259 -0.614131 -0.366802 0.133 -0.278 0.025
O -2.992926 0.074702 -1.744870 0.268 -0.555 -0.131
O 2.466025 -3.143018 -1.763899 -0.071 -0.074 -0.051
O -3.508140 -0.641249 0.293808 -0.109 -0.104 -0.109
C -5.668839 0.384154 0.587487 0.171 0.238 0.189
C -4.780930 -0.418525 -0.334064 0.280 -0.108 0.263
C 2.718384 -1.866550 -1.348403 0.517 0.093 0.488
C -2.512819 -0.421867 -0.583039 -0.042 0.531 -0.030
C -4.377586 0.259619 -1.653770 -1.116 0.456 0.371
C 4.775888 -2.796634 -1.646190 -0.834 -0.065 0.694
C 3.676353 -3.838086 -1.941841 0.771 -0.499 -0.627
B -0.719569 2.579755 -1.285417 0.150 0.497 -0.060
B -0.551490 1.465568 3.414907 -0.286 1.279 0.501
B 2.877830 2.733240 0.077099 0.215 0.047 -0.398
B 2.282608 -1.144655 2.220779 0.889 0.145 0.708
H -4.624000 1.326153 -1.617583 0.327 0.010 0.019
H -4.924272 -0.153109 -2.503475 0.380 -0.205 -0.118
H -5.234836 -1.402915 -0.491797 0.108 0.009 -0.113
H -6.706807 0.269624 0.271833 -0.043 0.165 0.084
H 5.428590 -3.108306 -0.835290 0.352 -0.106 -0.291
H 5.292239 -2.500561 -2.556282 0.256 0.086 0.112
H -5.382663 1.437498 0.619564 -0.047 -0.016 -0.264
H 3.747048 -4.211282 -2.971346 -0.148 0.296 -0.017
H -5.553817 0.045651 1.617973 -0.132 -0.297 -0.100
H 3.762897 -4.743482 -1.335307 -0.348 0.334 0.462
```
Forces are in eV/Å.


Record 2
Formula: C5H14BClHgIrN
Source: the Open Molecules 2025 dataset
Level of theory: ωB97M-V/def2-TZVPD

Its expectation value of S² is 6.01. As for the energy above the lowest of the compared OMol25 structures with the same formula, charge and spin: 0.00 kcal per mole. The gap between HOMO and LUMO (alpha / beta) comes out at 3.86 / 6.81 eV. Its multiplicity is 5. Its net charge is -2.

```
24
Properties=species:S:1:pos:R:3:forces:R:3
Hg -1.303408 0.944346 0.092996 0.183 -0.082 0.178
Ir 1.865607 -1.160134 -3.364517 1.148 -1.463 1.093
Cl 3.478795 -2.288225 -2.307742 1.410 -0.974 0.842
N 0.785387 1.897076 1.686175 0.809 -0.059 1.239
C -0.604160 2.499348 -1.011055 0.348 1.045 -0.853
C -2.034744 -0.708212 1.150020 0.039 0.129 -0.054
C -0.062377 -1.385676 -3.685438 -2.714 -1.174 -0.164
C 1.974564 0.603554 -4.226928 1.049 2.622 -1.228
C 1.545130 1.963078 2.570677 -1.188 -0.031 -1.418
B 2.575855 2.088638 3.738801 0.354 0.054 0.195
H -0.473839 -2.036717 -2.888434 -0.340 0.311 -0.463
H -0.179648 -1.899888 -4.659364 -0.335 0.225 0.154
H 1.029254 1.155108 -4.065926 0.514 0.039 -0.113
H -3.129465 -0.740753 1.099212 0.192 -0.209 0.048
H -1.038047 2.838764 -1.969473 0.261 -0.170 0.484
H 3.520796 1.362034 3.475411 0.005 0.050 0.113
H 2.927000 3.259606 3.794034 0.030 -0.037 0.081
H 2.024387 1.744907 4.767320 0.019 -0.010 0.141
H -0.564742 -0.402704 -3.692334 -0.046 -0.377 0.065
H 0.320238 3.039857 -0.721303 -0.715 -0.474 -0.148
H 2.172624 0.414124 -5.302602 -0.193 0.426 0.179
H -1.710622 -0.626934 2.194145 -0.075 -0.178 -0.207
H -1.589483 -1.589278 0.667898 -0.269 0.051 0.315
H 2.844095 1.124183 -3.774472 -0.486 0.285 -0.481
```
Forces are in eV/Å.


Record 3
Formula: C7H10N3S
Source: the Open Molecules 2025 dataset
Level of theory: ωB97M-V/def2-TZVPD

As for the energy above the lowest of the compared OMol25 structures with the same formula, charge and spin: 86.15 kcal per mole. The gap between HOMO and LUMO comes out at 8.63 eV. Its net charge is +1. The structure (SMILES) is C=C[N@H+]1N=C(C)NC(=S)C1=C.

```
21
Properties=species:S:1:pos:R:3:forces:R:3
S 2.872619 -0.261891 -1.068664 1.895 0.152 -0.676
N -0.505917 0.948442 0.638732 -0.335 -1.622 -1.028
N 0.851027 -1.445375 0.070361 0.344 -5.418 -0.456
N -1.097342 -0.376591 0.624844 -2.171 -2.149 0.737
C -0.677265 1.299304 -1.780424 -0.529 2.114 0.876
C 1.528365 2.196469 0.978767 1.614 -1.887 -0.403
C -1.065439 1.624533 -0.535719 -0.069 -0.526 -2.453
C 1.657191 -0.379822 -0.100955 -3.067 3.727 1.739
C 0.912198 1.060069 0.662240 3.640 -2.185 -1.436
C -0.497957 -1.504991 0.382548 1.315 3.892 0.632
C -1.194067 -2.843034 0.420929 3.182 1.569 -3.327
H -1.134396 1.882135 -2.585243 -0.152 -0.361 0.315
H 2.649365 2.314037 0.888926 -1.530 -0.324 0.076
H -1.868375 -2.845187 -0.418235 -0.341 -0.473 -0.196
H -0.372933 -3.560880 0.339979 -0.483 -0.321 -0.318
H 1.227232 -2.456236 -0.199805 -0.481 3.180 0.485
H -1.630417 -2.986898 1.300764 -2.197 -0.455 3.600
H -1.903869 2.276524 -0.376378 -0.120 0.066 0.432
H -0.923844 1.282192 1.481154 -0.300 0.826 0.804
H 0.981789 3.001171 1.382827 -0.569 1.004 0.319
H 0.192037 0.776020 -2.106647 0.351 -0.811 0.277
```
Forces are in eV/Å.